(1)
C6H14O in the gas phase, computed with wB97M-V/def2-TZVPD.

```
! RIJCOSX wB97M-V def2-TZVPD def2/J DEFGRID3
* xyz 0 1
C 1.6615 -1.8505 -0.3677
O -1.4615 2.5371 1.4665
H 2.1333 -2.8260 -0.5448
H -0.5236 0.1145 -1.7248
H -1.7500 -0.7351 -0.7525
C 0.9597 1.1936 0.3144
H -0.3316 -2.6350 -0.2167
C -1.6911 1.6044 0.4258
H -2.6402 1.0875 0.5959
H 1.3199 1.2820 -0.7138
H -1.7316 2.1507 -0.5185
H -1.3925 2.0479 2.2990
H 0.1410 -2.1914 -1.8369
H -0.4335 -0.1077 1.3404
C -0.3498 0.4305 0.3930
H 2.2330 -1.1317 -0.9615
C -0.7151 -0.3865 -0.7723
H 0.8604 2.2079 0.7142
H 1.7785 -1.6477 0.7009
C 0.2119 -1.8772 -0.7902
H 1.7215 0.7327 0.9497
*
```

Its HOMO energy is -9.06 eV.



(2)
C6H14O in the gas phase, computed with wB97M-V/def2-TZVPD.

```
! RIJCOSX wB97M-V def2-TZVPD def2/J DEFGRID3
* xyz 0 1
C -0.5779 -0.0748 -1.2916
H -0.0604 0.3853 2.6161
H 2.5992 1.1340 0.6452
H -2.0897 -1.5765 -1.5142
H -1.5911 0.2332 0.6139
C -0.6221 -0.0839 0.2249
C 1.7660 0.4301 0.5593
H -1.1376 -1.1312 -3.0580
H 0.3127 0.1415 -1.8492
H -1.2492 0.7418 -1.6108
C 0.4026 1.0398 0.6672
C -1.1444 -1.3455 -1.9850
H 1.1119 1.6129 2.6692
H -0.4146 -1.0461 0.6745
O -0.2925 -2.4614 -1.7431
H 1.9884 -0.2837 1.3648
H -0.5624 2.1419 2.3579
H -0.7493 -3.1102 -1.2164
H 1.9430 -0.0665 -0.3947
H 0.2017 1.9527 0.0693
C 0.1658 1.3666 2.2006
*
```

Its HOMO energy is -9.88 eV.



(3)
A molecular structure, C6H14O, computed with wB97M-V/def2-TZVPD.

```
! RIJCOSX wB97M-V def2-TZVPD def2/J DEFGRID3
* xyz 1 2
H 1.0581 -0.1802 2.2213
C 1.6812 0.5810 -0.3425
H -0.7171 0.1589 2.2563
H -0.5378 1.1704 0.0186
H -2.2798 0.4494 -0.9831
C -1.8615 -0.5830 -0.7596
H 2.1114 2.6432 0.3191
C 2.6109 1.7696 -0.0029
H -2.2633 -4.6578 1.1596
C 0.3383 0.4813 1.8150
C 0.2639 0.4446 0.2858
H -0.8147 2.0755 -0.0743
H 1.6071 0.6713 -1.4445
H 0.6216 1.4545 2.3351
H 2.2972 -0.3162 -0.2561
H 3.1627 1.8644 -0.8972
H 3.1900 1.4892 0.8174
C -0.5301 -0.7013 -0.1677
H -0.2923 -1.7057 0.1831
O -2.3981 -1.5133 -1.4830
H -2.9746 -4.9638 1.2402
*
```

Its HOMO energy (spin up / spin down) is -14.37 / -14.43 eV.



(4)
2 unconnected molecules or ions with the total composition C6H14O2, computed with wB97M-V/def2-TZVPD.

```
! RIJCOSX wB97M-V def2-TZVPD def2/J DEFGRID3
* xyz 0 1
H -2.5378 1.5314 1.8629
H -1.5253 -1.2874 -0.2546
H 2.6922 -0.4391 -1.7389
C 1.1602 0.9007 -0.4534
H -1.3152 2.5201 1.0397
H 0.9017 -0.7230 1.0340
C 0.8032 0.1064 -1.7264
H 0.7652 1.9007 -0.5212
H -0.2001 -3.4162 0.1548
H -2.9089 -0.1935 0.2765
C -1.4931 1.6299 1.6266
H -0.9606 1.7144 2.5777
H 0.5611 0.8753 -2.4629
H -0.0702 -0.5164 -1.5698
C 0.5365 0.2912 0.8529
O 1.8753 -0.7136 -2.1638
H 2.2286 0.7867 -0.3352
C -1.8409 -0.3795 0.2567
O 0.7008 -3.1287 -0.0703
C -0.9716 0.3967 0.8807
H 0.9049 0.8866 1.6914
H 0.6940 -2.7428 -0.9576
*
```

Its HOMO energy is -9.50 eV.



(5)
A molecular structure, C6H14O2, computed with wB97M-V/def2-TZVPD.

```
! RIJCOSX wB97M-V def2-TZVPD def2/J DEFGRID3
* xyz 0 1
C 1.8400 0.0739 0.1697
H -1.2160 -0.0754 1.2406
C 0.4380 -0.1356 -0.0357
H -3.9827 -0.7289 1.1324
O -3.3453 -0.0715 0.8534
C 2.7405 -0.3233 -0.7385
H 0.5324 -1.5725 -1.6340
H -0.4595 -0.1100 -1.9365
H 2.2574 1.6998 1.4613
C -0.1380 -0.8422 -1.1839
H 3.3735 0.3303 1.6654
H -1.0968 -1.2776 -0.8842
C -0.5312 0.6264 0.7197
H -3.1425 0.0043 -0.2801
H 2.4443 -0.9209 -1.5909
H -3.4590 -0.0033 -2.0515
O -2.6873 -0.0292 -1.4822
H 3.7747 -0.0267 -0.6394
H -0.1780 1.4158 1.3783
H 1.7139 0.2402 2.3166
C 2.3376 0.6117 1.5113
H -1.2162 1.1145 0.0083
*
```

Its HOMO energy is -7.81 eV.



(6)
3 unconnected molecules or ions with the total composition C6H14O2, computed with wB97M-V/def2-TZVPD.

```
! RIJCOSX wB97M-V def2-TZVPD def2/J DEFGRID3
* xyz 0 1
H 0.4368 0.8476 -1.4904
C -1.3715 0.2814 1.9595
H 2.6146 -0.1062 -0.8234
O 0.4638 -2.3071 1.6486
H -2.3505 0.3557 -0.3252
H -0.7477 0.0451 2.8075
C -0.8112 0.9285 0.9308
C -0.9174 -0.4240 -2.5367
H 1.4045 -2.1056 1.5040
H -1.6866 1.9175 -0.7443
H 3.2418 -1.3679 -1.5082
H -2.3467 -0.1747 1.8647
H 0.2871 -3.2443 1.6237
H -1.9417 -0.7726 -2.6398
C -0.5280 0.3682 -1.5688
O 2.4980 -0.7580 -1.5062
H 0.6739 2.5608 1.3041
H 1.0958 0.9106 1.9220
C -1.4076 0.8912 -0.4607
C 0.5555 1.4781 1.1725
H 1.1948 1.4340 0.2698
H -0.3579 -0.7581 -3.4033
*
```

Its HOMO energy is -8.80 eV.



Results for largest force on an atom: 4.615 2.860 6.895 2.510 2.068 2.207 (in eV/Å, following the order of the records).
Results for ΔE to the lowest compared entry with this formula, charge and spin: 37.7 25.0 148.4 38.2 108.0 59.3 (in kcal per mole, following the order of the records).